(1)
55
Properties=species:S:1:pos:R:3:forces:R:3:lowdin_charge:R:1 method="wB97M-V/def2-TZVPD" orbital_gap_ev=7.0 homo_energy_ha=-0.165 e_above_lowest_kcal_mol=0.0 charge=-1
Se -0.75409 -2.27925 0.94503 0.0 0.1 0.1 0.3531
C -4.43529 0.68462 -0.44053 0.0 0.0 0.0 -0.0851
H 3.16435 -1.07518 -1.71922 0.0 0.0 0.0 0.0657
C -5.24633 1.80734 -0.48780 0.0 0.0 0.0 -0.1025
H -5.43670 3.88484 0.02272 0.0 0.0 0.0 0.0959
C 1.05028 4.12819 -1.26475 0.0 0.0 0.0 -0.0900
C 4.23412 -4.85501 0.99628 0.0 0.0 0.0 -0.0920
Cu 0.15540 0.05005 1.95762 -0.4 0.1 0.1 -0.2503
H -0.91871 4.94131 1.95128 0.0 0.0 0.0 0.0955
H 1.61640 3.89446 -2.15787 0.0 0.0 0.0 0.0987
C -0.29368 3.38990 0.60280 0.0 0.0 0.0 -0.3446
H -2.53946 -0.11566 0.19339 0.0 0.0 0.0 0.0349
H 1.63473 -7.01345 0.80306 0.0 0.0 0.0 0.0978
H -0.55933 -3.16148 -1.78005 0.0 0.0 0.0 0.0615
O -2.39071 1.37004 4.95814 0.0 0.0 0.0 -0.0185
C 0.24645 5.72869 0.33502 0.0 0.0 0.0 -0.0976
C -4.80380 3.00639 0.05843 0.0 0.0 0.0 -0.0954
H 0.41333 -4.88646 0.47473 0.0 0.0 0.0 0.0652
C -3.55342 3.07900 0.64994 0.0 0.0 0.0 -0.0861
C 2.44828 -1.65102 -3.66443 0.0 0.0 0.0 -0.0927
C 1.43422 -2.27640 -4.37585 0.0 0.0 0.0 -0.1024
C 2.38741 -1.58078 -2.27982 0.0 0.0 0.0 -0.1103
C 3.55028 -6.06175 0.99074 0.0 0.0 0.0 -0.1021
H -2.16989 3.23477 3.28646 0.0 0.0 0.0 0.0777
H 4.07309 -2.71594 0.82344 0.0 0.0 0.0 0.0596
C 0.95450 5.44095 -0.82328 0.0 0.0 0.0 -0.1055
C 0.29181 -2.75733 -2.31455 0.0 0.0 0.0 -0.1108
H 5.30427 -4.83763 1.16198 0.0 0.0 0.0 0.0974
O -0.71802 0.33564 3.87035 0.1 0.0 -0.1 -0.1360
C 2.17566 -6.07525 0.79522 0.0 0.0 0.0 -0.0908
C 1.31120 -2.13812 -1.59819 -0.1 0.0 0.0 -0.3788
C 0.43722 3.10904 -0.55104 0.0 0.0 0.0 -0.0934
H 0.54132 2.07797 -0.87145 0.0 0.0 0.0 0.0944
P -1.06833 1.97203 1.46333 0.3 -0.1 -0.1 1.0312
H 1.47883 -2.32527 -5.45694 0.0 0.0 0.0 0.0949
C -2.73168 1.95437 0.70251 0.0 0.0 0.0 -0.3259
C 0.35533 -2.82803 -3.69859 0.0 0.0 0.0 -0.0911
C -0.37438 4.70893 1.04354 0.0 0.0 0.0 -0.1000
C -1.33800 2.54118 3.16742 -0.1 0.0 0.0 -0.2541
H -0.40683 3.02780 3.47194 0.0 0.0 0.0 0.0908
H -6.22520 1.75157 -0.94842 0.0 0.0 0.0 0.0945
C -3.18056 0.75757 0.15308 0.0 0.0 0.0 -0.0878
H -4.77547 -0.25261 -0.86292 0.0 0.0 0.0 0.0997
Se 2.37304 -0.43339 0.99213 0.0 0.0 0.0 0.3546
H 3.28657 -1.20824 -4.18815 0.0 0.0 0.0 0.0972
H 0.17891 6.74999 0.69007 0.0 0.0 0.0 0.0959
C 1.48926 -4.88633 0.60153 0.0 0.0 0.0 -0.1113
P 1.26032 -2.12679 0.23618 0.1 0.0 0.0 0.1477
C 3.54915 -3.66355 0.80045 0.0 0.0 0.0 -0.1103
C -1.52059 1.29458 4.09268 0.0 0.0 0.0 -0.7411
H -0.44495 -3.30626 -4.24979 0.0 0.0 0.0 0.0977
H 4.08464 -6.99039 1.14954 0.0 0.0 0.0 0.0947
H -3.21028 4.01812 1.06873 0.0 0.0 0.0 0.0979
C 2.17446 -3.67477 0.59761 0.0 0.0 -0.1 -0.3812
H 1.44085 6.23696 -1.37366 0.0 0.0 0.0 0.0939



(2)
17
Properties=species:S:1:pos:R:3:forces:R:3:lowdin_charge:R:1 method="wB97M-V/def2-TZVPD" orbital_gap_ev=8.0 homo_energy_ha=-0.157 e_above_lowest_kcal_mol=0.0 smiles="N=[P@]([O-])(O)OC1=NCCN1" charge=-1
C -2.00051 0.16111 -0.71245 -3.6 -1.0 1.3 -0.2096
O 3.56510 -0.38277 0.88454 1.2 -2.2 0.2 -0.1708
N -0.61500 0.22880 -0.54480 2.5 2.6 -1.8 0.0127
P 2.41446 0.38800 0.18751 -1.7 -0.1 -2.9 0.2082
O 2.39275 1.79036 0.59356 -0.6 1.2 0.5 -0.3385
H 1.99528 0.36614 -1.99963 -0.6 0.6 -0.6 -0.0880
C -0.18906 -0.38013 0.61004 -2.3 -0.3 1.4 -0.5399
O 1.05670 -0.42093 0.98503 0.8 0.3 -0.2 -0.0864
H -2.33041 -0.58427 -1.50716 0.4 1.1 0.6 0.1077
H 3.67581 -1.08930 0.19465 0.4 0.4 0.9 0.0706
C -2.44773 -0.41926 0.73601 0.1 -0.3 0.0 -0.2288
N 2.50088 -0.14090 -1.31977 0.5 -0.3 1.9 -0.2024
H -3.15959 -1.29410 0.76034 0.6 0.9 -0.6 0.0879
N -1.18166 -0.86669 1.30847 1.0 0.1 0.3 0.0334
H -2.55200 1.13985 -0.79701 0.9 -0.8 -0.5 0.1077
H -0.17260 1.14290 -0.78247 -0.2 -1.3 0.3 0.1425
H -2.95240 0.36118 1.40315 0.7 -0.6 -0.8 0.0937



(3)
93
Properties=species:S:1:pos:R:3:forces:R:3:lowdin_charge:R:1 method="wB97M-V/def2-TZVPD" orbital_gap_ev="6.7 / 7.4" spin_multiplicity=5 s_squared=6.012 homo_energy_ha="-0.233 / -0.262"
C -1.85057 3.37984 0.37864 -0.1 -0.2 -0.2 -0.1619
H -1.37910 1.84683 -2.59436 0.1 0.0 0.0 0.0941
N -1.81217 1.94798 0.00086 -0.4 0.6 0.3 -0.0199
C 1.60707 2.50147 3.99375 0.1 0.3 0.0 -0.0137
C 2.87905 -4.71284 2.24893 0.3 0.2 -0.4 -0.0478
H 0.25093 6.49863 -6.28510 0.0 0.0 0.1 0.0800
H -0.82560 3.69113 0.57844 0.1 0.0 -0.1 0.1037
H 2.93846 4.79537 3.39014 0.0 -0.1 -0.1 0.1105
C 1.68709 -4.75322 2.83790 -0.4 0.2 0.1 -0.0435
N -0.52521 -0.00670 -2.31251 0.0 0.2 -0.1 0.0022
C 1.87643 3.03459 2.71413 -0.1 0.0 -0.1 -0.1568
H 0.11195 -2.28617 -4.68007 0.0 0.0 0.0 0.1132
H -0.83064 5.51128 -3.05454 0.1 0.0 0.0 0.1119
N -0.93100 -2.32164 2.30646 -0.4 0.8 0.0 0.1073
C 0.77989 5.45908 -4.46696 -0.1 0.1 0.0 -0.2761
H -4.32306 4.54203 0.52631 0.0 0.0 0.0 0.1097
H 3.27637 3.14220 -4.45538 0.0 0.0 0.0 0.1206
C -4.05537 -0.90102 -0.75364 0.0 0.1 0.0 -0.0575
C 0.52316 3.90100 -2.63424 0.1 0.0 0.0 -0.0741
Cr -0.13850 0.43934 -0.18190 0.3 -0.1 -0.9 0.5277
C -2.93958 1.37396 -0.23776 -0.1 -0.4 0.1 -0.0976
C 2.38085 3.67116 -4.15234 -0.1 0.0 0.1 -0.0422
C 0.95781 1.31573 4.10047 -0.2 -0.4 0.1 -0.0474
C -0.41711 -3.42711 2.75239 0.6 -0.3 -0.1 -0.2550
N 2.86439 -3.64794 1.36225 0.4 -0.1 0.1 -0.1380
C 2.53890 3.84901 0.13299 0.0 0.0 0.0 -0.0196
H 3.73977 -5.34664 2.38151 0.0 0.1 0.0 0.1238
C 2.90931 4.61767 1.26081 0.0 0.0 -0.3 -0.0636
C -0.20940 -1.34243 -4.26006 0.1 -0.2 0.1 -0.0315
H -1.25179 2.80859 2.94679 -0.1 0.0 0.0 0.0935
H 2.47424 5.10406 -5.73582 0.0 0.0 0.0 0.1160
N 0.92238 -3.70084 2.31231 -0.5 -0.2 0.5 0.0289
C -0.14228 -1.13802 -2.89260 0.1 -0.3 0.0 -0.1298
C -2.93778 -2.75505 3.51714 0.0 0.1 0.0 -0.0450
C 0.34105 6.69536 -5.21408 0.0 -0.2 0.0 -0.0499
O 2.01024 0.69191 -2.95136 0.0 -0.1 0.0 -0.2896
C -3.03304 3.41351 3.98188 0.0 0.0 0.0 -0.0782
H 1.33178 -5.42269 3.59561 -0.1 0.1 0.0 0.1073
C 1.42920 2.30197 1.59035 0.1 0.0 -0.3 -0.1561
H -5.05930 -0.59463 -1.01994 0.1 -0.1 0.1 0.0958
H -2.53975 -1.04616 2.25492 0.0 -0.1 0.0 0.1145
C 1.82264 2.67449 0.25586 -0.3 -0.5 -0.1 -0.2452
N 0.66761 1.17582 1.72924 0.4 0.1 -0.1 0.0352
H 2.86665 4.18578 -0.83681 0.0 0.0 0.0 0.1010
S 2.30507 1.84197 -2.14077 0.1 -0.2 0.3 0.5781
C 0.48814 0.69200 2.92651 -0.4 -0.2 0.3 -0.1248
H -0.67811 -5.21685 3.96249 0.0 0.0 0.0 0.0958
H 0.25060 -1.90343 -2.23554 0.0 0.0 0.0 0.0774
C -2.18849 -2.06723 -0.32539 -0.2 -0.1 -0.3 -0.2221
C -4.75804 4.38661 2.62351 0.0 0.0 0.0 -0.0858
C 2.60956 4.22629 2.52696 0.0 0.0 0.2 -0.0521
C -0.66955 -0.32790 -5.07399 0.0 0.0 -0.2 -0.0952
H -1.46362 -2.85545 -0.16905 0.0 0.1 -0.1 0.0889
C -1.08700 0.83407 -4.46349 -0.1 0.2 0.2 -0.6458
H -0.70003 -0.43209 -6.15102 0.0 0.0 0.0 0.1094
H -2.66453 3.09555 4.95201 0.0 0.0 -0.1 0.1016
C -4.29778 3.98339 3.86820 0.0 0.0 0.0 -0.0958
C -2.69648 3.64812 1.59947 0.0 -0.2 0.1 -0.2180
H 3.72159 -3.42268 -0.54208 0.0 0.0 0.0 0.0861
C -3.95870 4.21938 1.49658 0.0 0.0 0.0 -0.0525
H 3.47488 5.52838 1.10222 0.0 0.0 0.0 0.1079
C 1.92706 4.76832 -4.86063 0.0 0.0 -0.1 -0.0368
H -0.08261 -0.22720 2.97469 0.0 0.0 0.0 0.0902
C -3.53227 -2.19748 -0.71780 0.1 0.0 0.0 -0.0928
C -2.37945 -3.93092 3.98995 0.1 -0.1 0.0 -0.0597
H 4.21584 -2.21997 0.63743 0.0 0.1 0.0 0.0821
H 4.83258 -3.88804 0.77384 0.0 0.0 0.0 0.0875
N 1.43818 1.77037 -0.77911 0.3 0.7 0.8 -0.1916
C 3.97925 -3.27107 0.50327 -0.2 -0.1 0.1 -0.0481
H -0.00833 3.55867 -1.75342 0.0 0.0 0.0 0.0849
C -2.23954 3.25114 2.85630 0.0 0.0 0.0 -0.0252
H 0.77766 0.85009 5.06139 0.0 0.0 -0.1 0.1070
C -3.00425 -0.05321 -0.38992 0.2 0.2 0.1 -0.3328
C 0.07689 5.00025 -3.35961 0.0 0.0 0.0 -0.0443
H -4.91771 4.11619 4.74743 0.0 0.0 0.0 0.0992
H -3.93682 -2.44729 3.79546 0.0 0.0 0.0 0.1083
H -2.22642 3.97953 -0.45784 0.0 0.0 0.0 0.1163
N -1.86064 -0.78667 -0.12618 -0.5 0.3 0.3 -0.0749
Br -1.77236 2.27629 -5.47619 0.0 0.0 0.0 0.7649
H 1.94634 3.03686 4.87583 0.0 0.0 -0.1 0.1209
C -2.17035 -1.98216 2.66748 0.1 0.1 0.1 -0.1148
C 1.67952 3.24504 -3.02715 -0.1 0.2 -0.1 -0.2778
H -5.74238 4.83016 2.52673 0.1 0.0 0.0 0.1010
H -0.62200 7.05527 -4.85062 0.0 0.0 0.0 0.0726
H -3.86825 1.95207 -0.27958 0.0 -0.1 0.0 0.1354
S 1.37112 -1.74779 0.28947 0.2 -0.5 0.3 0.7513
H -2.93763 -4.57612 4.65578 0.0 0.0 0.0 0.1096
C -1.09807 -4.28960 3.60657 -0.1 -0.2 0.1 -0.0033
C -1.01903 0.95367 -3.08676 -0.2 0.2 -0.1 -0.1750
H -4.05059 -3.12158 -0.93794 0.1 0.1 0.0 0.0832
H 1.07078 7.49759 -5.08914 0.0 0.0 0.0 0.0816
O 3.69971 2.10635 -1.88601 -0.1 0.1 0.0 -0.2918
C 1.65853 -3.00497 1.37197 0.4 -0.3 -0.3 -0.6372



| no. | E (hartree) | largest force on an atom (hartree/bohr) |
| --- | --- | --- |
| 1 | -8280.7031 | 0.009 |
| 2 | -849.9932 | 0.079 |
| 3 | -6626.1605 | 0.022 |